12
Properties=species:S:1:pos:R:3:lowdin_charge:R:1 method="wB97M-V/def2-TZVPD" total_charge=0 s_squared=2.0083 lumo_energy_ev="-0.125 / -2.292" de_lowest_kcal_mol=12.4 homo_lumo_gap_ev="5.77 / 6.96" spin_multiplicity=3 energy_ha=-1048.2574
H 2.85 -2.09 1.29 0.054
H -1.76 2.38 0.11 -0.027
C -2.11 0.68 -1.02 -0.180
H -2.15 1.22 -2.05 0.093
C -1.82 1.36 0.14 -0.719
C 2.36 -1.15 1.04 -0.212
H 2.64 -0.51 1.89 0.071
I 1.58 1.11 -0.84 0.792
C 1.83 -0.86 -0.10 -1.325
H -2.33 -0.32 -1.08 -0.007
I 1.01 -2.26 -1.44 0.747
I -2.10 0.43 2.06 0.712